C6H10FNO2 | the ωB97M-V functional and the def2-TZVPD basis

CARTESIAN COORDINATES (ANGSTROEM)
N 0.823 1.410 1.169
C 0.516 0.268 0.196
C 0.442 0.821 -1.175
O 0.752 0.056 -2.046
O -0.096 2.038 -1.246
C 1.141 -1.000 0.230
C -0.046 -2.042 -0.376
C -1.412 -1.305 0.034
C -0.939 0.029 0.825
F -0.868 -0.331 2.147
H 0.492 2.368 0.569
H 0.545 1.219 2.087
H -0.172 2.227 -2.265
H 1.347 -1.244 1.291
H 2.249 -1.301 -0.283
H 0.020 -2.247 -1.444
H -0.149 -3.124 -0.044
H -2.090 -2.132 0.500
H -2.001 -0.872 -0.872
H -1.644 0.837 0.889

Values from the calculation:
LUMO level: 0.40 eV
Structure (SMILES): N[C@@]1(C(=O)O)CCC[C@H]1F
Frontier orbital gap: 9.2 eV

C40H45N4O4RbSSb2 | the ωB97M-V functional and the def2-TZVPD basis

CARTESIAN COORDINATES (ANGSTROEM)
Rb 0.923 -0.345 -0.403
O 3.354 0.118 0.675
C 4.252 -0.777 0.661
C 5.558 -0.512 0.135
C 6.541 -1.468 0.067
C 6.317 -2.773 0.516
C 5.073 -3.068 1.038
C 4.046 -2.123 1.146
C 2.815 -2.595 1.768
N 1.810 -1.906 2.132
C 0.723 -2.603 2.800
C -0.637 -2.210 2.223
N -1.586 -1.816 3.245
C -2.798 -1.644 2.910
C -3.482 -1.798 1.605
C -4.689 -2.503 1.648
C -5.473 -2.730 0.534
C -5.051 -2.182 -0.681
C -3.894 -1.447 -0.756
C -3.047 -1.201 0.371
O -2.018 -0.452 0.242
H 5.738 0.489 -0.242
H 7.505 -1.200 -0.356
H 7.088 -3.530 0.447
H 4.866 -4.075 1.392
H 2.810 -3.686 1.946
H 0.727 -2.304 3.853
H 0.871 -3.694 2.761
H -1.064 -3.010 1.603
H -0.525 -1.363 1.549
H -3.479 -1.410 3.736
H -5.008 -2.894 2.611
H -6.391 -3.301 0.603
H -5.654 -2.318 -1.574
H -3.589 -0.981 -1.687
C -3.358 1.889 2.089
Sb -1.276 1.965 1.543
C -1.618 2.542 -0.497
C -1.029 4.077 2.172
C -0.534 4.146 3.573
C -1.444 3.976 4.620
C -1.047 3.943 5.946
C 0.297 4.086 6.255
C 1.210 4.271 5.231
C 0.831 4.310 3.888
C 1.881 4.492 2.847
Sb 2.422 2.617 1.779
C 2.188 1.350 3.478
C 4.535 2.929 2.016
H -3.482 1.927 3.172
H -3.770 0.953 1.718
H -3.891 2.727 1.636
H -2.293 3.401 -0.514
H -2.066 1.701 -1.021
H -0.683 2.811 -0.990
H -2.006 4.554 2.069
H -0.347 4.546 1.463
H -2.493 3.855 4.371
H -1.783 3.797 6.728
H 0.633 4.053 7.285
H 2.262 4.388 5.470
H 2.792 4.883 3.305
H 1.563 5.199 2.079
H 2.866 1.660 4.275
H 2.414 0.342 3.137
H 1.161 1.391 3.836
H 4.766 3.182 3.052
H 4.865 3.739 1.366
H 5.048 2.010 1.738
C -4.182 -4.050 -5.582
C -2.874 -3.534 -5.044
C -2.806 -2.950 -3.780
C -1.611 -2.456 -3.285
C -0.458 -2.549 -4.052
C -0.507 -3.133 -5.305
C -1.711 -3.620 -5.798
S 1.087 -1.921 -3.389
O 1.151 -2.456 -2.043
O 2.103 -2.358 -4.327
N 0.898 -0.367 -3.222
C 0.857 0.499 -4.271
C 1.047 0.164 -5.635
C 0.936 1.146 -6.595
C 0.656 2.456 -6.222
C 0.510 2.699 -4.865
N 0.599 1.778 -3.920
H -4.927 -4.121 -4.789
H -4.065 -5.040 -6.028
H -4.582 -3.389 -6.355
H -3.694 -2.890 -3.163
H -1.574 -2.012 -2.298
H 0.404 -3.220 -5.881
H -1.739 -4.080 -6.780
H 1.301 -0.846 -5.913
H 1.076 0.884 -7.638
H 0.561 3.257 -6.943
H 0.300 3.707 -4.515

Values from the calculation:
LUMO level: 3.92 eV
Frontier orbital gap: 6.2 eV
Charge: -2

C20H31N3PdSb2 | the ωB97M-V functional and the def2-TZVPD basis

CARTESIAN COORDINATES (ANGSTROEM)
Pd -0.472 0.265 -0.455
C -3.938 0.903 2.658
Sb -2.248 0.506 1.428
C -3.035 0.919 -0.559
C -2.452 -1.664 1.483
C -1.718 -2.100 2.720
C -2.395 -2.057 3.943
C -1.765 -2.363 5.136
C -0.425 -2.725 5.136
C 0.252 -2.807 3.933
C -0.371 -2.509 2.720
C 0.420 -2.705 1.465
Sb 1.370 -0.913 0.768
C 2.035 0.118 2.478
C 3.107 -1.532 -0.254
H -3.716 0.548 3.659
H -4.745 0.341 2.194
H -4.148 1.968 2.674
H -3.712 0.125 -0.867
H -2.323 1.064 -1.397
H -3.567 1.871 -0.528
H -2.067 -2.096 0.560
H -3.516 -1.891 1.543
H -3.452 -1.820 3.953
H -2.324 -2.335 6.061
H 0.077 -2.973 6.060
H 1.283 -3.143 3.926
H -0.160 -3.098 0.632
H 1.261 -3.380 1.634
H 2.773 -0.510 2.978
H 1.186 0.287 3.136
H 2.485 1.063 2.189
H 3.753 -1.994 0.493
H 3.611 -0.683 -0.705
H 2.846 -2.260 -1.018
N 2.119 1.956 -1.032
C 1.714 1.495 -2.311
C 2.880 0.986 -3.102
C 2.903 -0.223 -3.655
C 1.735 -1.105 -3.609
C 0.612 -0.736 -3.008
N 0.511 0.481 -2.245
H 3.121 2.054 -0.942
H 1.654 2.795 -0.711
H 3.711 1.675 -3.202
H 3.778 -0.550 -4.201
H 1.752 -2.039 -4.154
H -0.313 -1.295 -3.072
C -0.670 4.088 -4.216
C 0.696 3.642 -3.707
C 0.674 2.315 -3.060
N -0.292 1.470 -2.991
H -0.585 5.061 -4.696
H -1.386 4.172 -3.400
H -1.064 3.382 -4.945
H 1.116 4.360 -2.993
H 1.423 3.593 -4.525

Values from the calculation:
LUMO level: -7.95 eV
Frontier orbital gap: 6.1 eV
Charge: +2

C33H54AsB2F4InN10O5SSi3 | the ωB97M-V functional and the def2-TZVPD basis

CARTESIAN COORDINATES (ANGSTROEM)
In 0.150 -0.473 0.818
C -3.083 -3.811 1.500
C -2.344 -2.523 1.328
N -1.186 -2.281 1.816
O -0.589 -3.295 2.407
B 0.374 -3.013 3.558
F -0.408 -2.855 4.695
F 1.261 -4.048 3.587
O 1.209 -1.758 3.299
N 0.518 -0.617 3.040
C -0.037 0.053 3.973
C 0.109 -0.176 5.438
C -0.837 1.215 3.469
N -1.263 1.049 2.282
O -1.895 2.119 1.723
B -3.081 1.774 0.973
F -4.031 1.098 1.691
F -3.529 2.852 0.250
O -2.679 0.726 -0.266
N -2.126 -0.491 0.189
C -2.956 -1.369 0.630
C -4.440 -1.324 0.509
C -1.100 2.413 4.318
H -2.442 -4.531 1.996
H -3.403 -4.218 0.538
H -3.973 -3.661 2.116
H 0.375 -1.201 5.651
H -0.813 0.073 5.964
H 0.903 0.475 5.824
H -4.785 -0.492 -0.090
H -4.876 -1.225 1.504
H -4.798 -2.262 0.084
H -0.306 2.569 5.048
H -2.037 2.273 4.867
H -1.224 3.298 3.698
O 2.323 2.477 0.817
S 2.465 2.087 2.348
C 3.298 3.541 3.080
C 4.649 3.078 3.621
C 5.132 2.008 2.649
C 3.953 1.062 2.494
H 2.642 3.985 3.830
H 3.421 4.221 2.247
H 4.544 2.663 4.626
H 5.338 3.918 3.682
H 6.012 1.480 3.012
H 5.378 2.452 1.681
H 3.782 0.457 3.392
H 3.978 0.402 1.636
C 0.075 5.214 -1.996
Si 0.132 4.682 -0.224
C -1.398 5.127 0.707
C 1.613 5.465 0.559
As 0.703 2.200 -0.258
Si -3.316 0.945 -1.951
C -2.803 -0.650 -2.734
C -2.289 2.359 -2.557
C -5.130 1.236 -1.844
Si 2.007 1.719 -2.289
C 3.791 1.850 -1.801
C 1.364 0.066 -2.878
C 1.653 2.931 -3.652
H -0.325 6.235 -2.018
H -0.562 4.592 -2.628
H 1.077 5.239 -2.425
H -1.299 6.174 1.019
H -1.561 4.511 1.590
H -2.287 5.042 0.079
H 1.612 6.524 0.270
H 2.546 5.024 0.204
H 1.568 5.423 1.646
H -3.045 -0.625 -3.803
H -3.318 -1.515 -2.304
H -1.722 -0.791 -2.637
H -1.246 2.231 -2.251
H -2.664 3.301 -2.148
H -2.319 2.424 -3.650
H -5.434 1.517 -0.833
H -5.700 0.358 -2.154
H -5.408 2.063 -2.504
H 4.057 1.205 -0.962
H 4.031 2.883 -1.530
H 4.410 1.564 -2.660
H 0.958 -0.556 -2.077
H 2.169 -0.496 -3.364
H 0.580 0.227 -3.624
H 2.163 3.885 -3.502
H 0.588 3.123 -3.802
H 2.046 2.494 -4.579
N 4.732 -1.273 -3.262
C 4.311 -1.415 -2.193
N 3.841 -1.598 -0.967
C 3.006 -1.016 -0.264
N 2.270 -0.452 0.488
N -1.720 -8.966 -6.084
C -1.380 -8.211 -5.286
C -0.961 -7.249 -4.293
C 0.357 -7.228 -3.847
C 0.758 -6.288 -2.915
C -0.162 -5.377 -2.425
C -1.481 -5.401 -2.850
C -1.881 -6.334 -3.789
N 0.257 -4.396 -1.466
C 1.208 -4.568 -0.477
C 1.295 -3.384 0.175
N 0.413 -2.479 -0.406
C -0.195 -3.131 -1.382
H 1.068 -7.945 -4.238
H 1.791 -6.257 -2.589
H -2.203 -4.705 -2.437
H -2.908 -6.366 -4.128
H 1.706 -5.507 -0.299
H 1.912 -3.138 1.028
H -0.916 -2.712 -2.067

Values from the calculation:
LUMO level: -5.96 eV
Frontier orbital gap: 7.6 eV
Charge: +2

C16H13F3N2O6SSc | the ωB97M-V functional and the def2-TZVPD basis

CARTESIAN COORDINATES (ANGSTROEM)
Sc -1.135 1.102 0.579
O -3.264 -1.835 -2.042
C -2.239 -2.651 -2.349
C -2.542 -3.831 -3.034
C -1.542 -4.716 -3.382
C -0.215 -4.445 -3.057
C 0.085 -3.279 -2.380
C -0.906 -2.366 -2.015
C -0.542 -1.128 -1.279
O -1.506 -0.309 -0.964
N 0.713 -0.916 -1.004
N 0.826 0.290 -0.327
C 1.998 0.800 -0.283
C 2.284 2.104 0.281
C 3.623 2.478 0.447
C 3.975 3.720 0.930
C 2.961 4.629 1.240
C 1.635 4.300 1.071
C 1.253 3.029 0.592
O -0.011 2.747 0.434
H -2.870 -1.072 -1.551
H -3.579 -4.025 -3.275
H -1.798 -5.627 -3.911
H 0.571 -5.138 -3.326
H 1.105 -3.041 -2.110
H 2.822 0.237 -0.724
H 4.392 1.758 0.189
H 5.015 3.987 1.062
H 3.219 5.612 1.619
H 0.844 5.000 1.306
F 0.362 -2.431 3.621
C 0.585 -1.131 3.417
F 1.429 -1.000 2.396
F 1.160 -0.624 4.510
S -1.009 -0.270 3.086
O -1.488 -0.849 1.830
O -1.774 -0.493 4.269
O -0.614 1.117 2.786
C -3.173 1.949 0.363
H -3.365 2.352 -0.639
H -3.340 2.770 1.072
H -3.946 1.194 0.553

Values from the calculation:
LUMO level: 2.79 eV
Frontier orbital gap: 8.0 eV
Charge: -1

C7H10 | the ωB97M-V functional and the def2-TZVPD basis

CARTESIAN COORDINATES (ANGSTROEM)
C -1.442 0.409 -0.177
C -1.537 1.699 -0.484
C 0.945 -0.386 -0.017
C -0.323 -0.427 -0.618
C -0.736 -1.597 -1.478
C 2.097 0.301 2.073
C 1.324 0.581 0.979
H -2.247 -0.163 0.303
H -0.819 2.259 -1.028
H -2.374 2.295 -0.091
H 1.709 -1.124 -0.256
H 0.074 -1.935 -2.126
H -0.995 -2.465 -0.845
H -1.611 -1.384 -2.086
H 2.488 -0.693 2.222
H 2.480 1.040 2.787
H 0.965 1.591 0.842

Values from the calculation:
LUMO level (alpha / beta): 4.44 / 4.20 eV
Frontier orbital gap (alpha / beta): 4.0 / 7.0 eV
Charge: -1
2S+1: 2

C5H8N2 | the ωB97M-V functional and the def2-TZVPD basis

CARTESIAN COORDINATES (ANGSTROEM)
C -2.685 -0.220 0.087
C -0.673 1.632 0.301
C -1.276 -0.219 0.479
C -0.031 -0.378 -0.492
C 0.923 -1.326 0.146
N -3.748 -0.009 -0.335
N 0.369 1.030 -0.513
H -1.433 2.046 -0.242
H -0.352 1.897 1.319
H -1.220 -0.642 1.397
H -0.488 -0.571 -1.480
H 1.486 -1.140 1.042
H 1.769 -1.720 -0.486
H 0.495 -2.306 0.373
H 0.593 1.407 -1.364

Values from the calculation:
LUMO level: 0.74 eV
Frontier orbital gap: 9.8 eV

N2O2S | the ωB97M-V functional and the def2-TZVPD basis

CARTESIAN COORDINATES (ANGSTROEM)
N -1.420 -1.182 -0.097
N -1.163 -0.106 -0.053
O 1.751 -0.390 -0.444
O -0.836 0.998 0.080
S 1.668 0.679 0.514

Values from the calculation:
LUMO level (alpha / beta): 0.94 / -1.02 eV
Frontier orbital gap (alpha / beta): 10.0 / 11.2 eV
2S+1: 3

C36H45B2F4N6O2SZn | the ωB97M-V functional and the def2-TZVPD basis

CARTESIAN COORDINATES (ANGSTROEM)
Zn -0.809 1.143 -1.047
N 3.195 3.398 5.754
C 2.564 3.613 4.536
C 3.283 3.560 3.342
C 2.637 3.702 2.128
C 1.270 3.897 2.100
C 0.544 3.959 3.275
C 1.183 3.815 4.490
S 0.401 4.145 0.541
O -0.956 4.441 0.914
O 1.099 5.168 -0.198
N 0.417 2.715 -0.242
C 1.270 2.596 -1.248
N 2.506 3.122 -1.199
C 3.212 3.097 -2.306
C 2.738 2.557 -3.496
C 1.520 1.905 -3.410
N 0.811 1.884 -2.304
H 4.177 3.631 5.788
H 2.668 3.699 6.559
H 4.352 3.407 3.381
H 3.170 3.654 1.191
H -0.517 4.140 3.215
H 0.622 3.869 5.415
H 4.209 3.522 -2.241
H 3.302 2.595 -4.413
H 1.091 1.378 -4.253
F -2.846 0.149 -2.618
B -3.432 1.385 -2.347
F -4.157 1.298 -1.187
F -4.191 1.803 -3.397
F -2.338 2.283 -2.134
C -1.437 0.339 3.753
C -1.836 0.379 2.276
C -2.437 1.735 1.905
C -2.839 -0.690 1.922
C -4.031 -0.737 2.633
C -5.021 -1.644 2.321
C -4.848 -2.488 1.242
C -3.670 -2.476 0.508
C -3.562 -3.358 -0.715
C -4.545 -2.864 -1.779
C -3.807 -4.830 -0.373
C -2.638 -1.598 0.875
N -1.386 -1.699 0.224
B -0.609 -0.780 -0.553
N 0.522 -1.569 -0.953
C 0.416 -2.841 -0.424
C -0.735 -2.923 0.267
C 1.736 -1.160 -1.554
C 1.954 -1.210 -2.935
C 3.175 -0.747 -3.423
C 4.158 -0.256 -2.590
C 3.947 -0.254 -1.226
C 2.756 -0.720 -0.693
C 2.613 -0.803 0.812
C 3.592 -1.845 1.371
C 2.813 0.557 1.480
C 1.022 -1.816 -3.968
C -0.475 -1.619 -3.760
C 1.341 -3.313 -4.100
H -0.608 1.021 3.926
H -1.136 -0.666 4.042
H -2.266 0.646 4.384
H -0.931 0.236 1.682
H -3.297 1.956 2.534
H -2.774 1.724 0.869
H -1.708 2.532 2.010
H -4.188 -0.043 3.444
H -5.934 -1.674 2.901
H -5.644 -3.167 0.969
H -2.560 -3.267 -1.139
H -5.571 -2.915 -1.422
H -4.455 -3.469 -2.681
H -4.317 -1.834 -2.035
H -4.813 -4.981 0.010
H -3.105 -5.179 0.381
H -3.684 -5.443 -1.264
H 1.176 -3.585 -0.578
H -1.134 -3.750 0.820
H 3.358 -0.771 -4.490
H 5.089 0.114 -2.998
H 4.720 0.102 -0.561
H 1.601 -1.135 1.057
H 4.625 -1.569 1.164
H 3.405 -2.822 0.928
H 3.466 -1.928 2.448
H 3.827 0.928 1.348
H 2.614 0.480 2.547
H 2.123 1.280 1.053
H 1.284 -1.344 -4.925
H -0.854 -2.231 -2.949
H -1.007 -1.904 -4.667
H -0.714 -0.584 -3.537
H 1.077 -3.835 -3.184
H 2.400 -3.474 -4.298
H 0.770 -3.747 -4.918

Values from the calculation:
LUMO level: 2.42 eV
Frontier orbital gap: 7.8 eV
Charge: -1

C5H7IO2 | the ωB97M-V functional and the def2-TZVPD basis

CARTESIAN COORDINATES (ANGSTROEM)
C -0.058 -0.230 0.196
C 0.060 0.692 -0.753
C -1.389 -1.948 -0.418
C 0.293 -0.286 1.641
C 1.012 1.868 -0.666
O -1.981 -2.074 -1.417
O -0.504 0.557 -1.990
I -1.534 -3.338 1.245
H 0.205 -1.245 2.102
H -0.363 0.135 2.324
H 1.343 -0.030 2.010
H 0.898 2.306 0.238
H 0.706 2.402 -1.596
H 2.042 1.597 -0.827
H -0.729 -0.405 -2.089

Values from the calculation:
LUMO level: -0.59 eV
Frontier orbital gap: 8.3 eV

CH3ClOP2 | the ωB97M-V functional and the def2-TZVPD basis

CARTESIAN COORDINATES (ANGSTROEM)
C 1.114 -0.211 -0.463
O -3.208 0.284 0.053
P -1.966 -0.434 0.174
P -0.241 1.016 -0.345
Cl 2.498 0.528 0.300
H 1.095 -1.157 0.094
H 1.330 -0.393 -1.442
H -0.623 0.367 1.629

Values from the calculation:
LUMO level: -1.44 eV
Frontier orbital gap: 7.4 eV

no.,molar mass (g/mol),F_max (eV/A)
1,147.15,7.02
2,1006.88,0.59
3,663.43,1.36
4,1074.54,0.92
5,463.30,0.16
6,94.16,2.25
7,96.13,5.85
8,92.08,3.18
9,788.87,2.06
10,226.01,4.27
11,128.44,3.22